Entry 1:
C31H31BrN3O3PdS2 | ωB97M-V with the def2-TZVPD basis set

Cartesian coordinates (Å):
Pd 0.92149 1.10211 -0.42046
C -3.06380 1.14120 -4.47669
C -2.11448 0.34914 -3.62584
C -1.98820 -1.03294 -3.73796
C -1.12592 -1.72962 -2.90522
C -0.40438 -0.99732 -1.98985
Br 0.77378 -1.82290 -0.76625
N -0.48100 0.32551 -1.87012
C -1.33105 0.98087 -2.67129
H -3.39718 0.55963 -5.33307
H -2.59372 2.05129 -4.84816
H -3.94559 1.42830 -3.90237
H -2.57153 -1.57219 -4.47366
H -1.01847 -2.80279 -2.96178
H -1.39041 2.05156 -2.54130
O 3.09668 0.43368 -0.72491
C 4.05183 0.87266 -1.41023
C 5.29791 0.14127 -1.39226
C 6.39525 0.59277 -2.05615
C 6.32022 1.80314 -2.76700
C 5.12708 2.52925 -2.83123
C 3.97716 2.09246 -2.20696
C 2.73504 2.85028 -2.34273
N 1.58467 2.71917 -1.68320
C 0.73532 3.69566 -2.14983
C 1.36343 4.41353 -3.11523
N 2.61054 3.86979 -3.22425
H 5.30566 -0.77826 -0.82326
H 7.32404 0.03955 -2.03868
H 7.19640 2.18507 -3.27322
H 5.14692 3.45880 -3.38324
H -0.25454 3.83004 -1.75111
H 1.04210 5.24454 -3.71820
H 3.30864 4.16998 -3.88492
O -0.35217 2.44390 0.72792
S -0.05166 3.92194 1.03477
C 0.40062 3.94204 2.78214
C 1.59039 3.02503 3.08557
C 1.41686 2.22638 4.37584
C 0.28536 1.19514 4.36632
S 0.69729 -0.29379 3.42802
O 0.94736 -0.04800 2.00694
C 1.92751 -1.18820 4.22832
C 1.71435 -1.55179 5.57126
C 2.67455 -2.31062 6.20268
C 3.80423 -2.72411 5.49822
C 3.98756 -2.38495 4.15635
C 3.04283 -1.62858 3.49892
C -1.62994 4.70877 1.11511
C -2.77082 3.98073 1.43745
C -3.97794 4.65220 1.52102
C -4.03226 6.02516 1.29856
C -2.88621 6.73552 0.97334
C -1.66995 6.07541 0.86934
H -0.50121 3.71662 3.35480
H 0.64678 4.98850 2.97517
H 2.49342 3.62532 3.19248
H 1.77541 2.34328 2.25006
H 1.17155 2.90289 5.20039
H 2.35458 1.74441 4.65782
H -0.64194 1.53669 3.90323
H 0.05126 0.81922 5.36373
H 0.81308 -1.26017 6.09573
H 2.54519 -2.59845 7.23659
H 4.55115 -3.32758 5.99724
H 4.87497 -2.71847 3.63679
H 3.15518 -1.35223 2.45874
H -2.71392 2.90991 1.58369
H -4.88288 4.10915 1.75714
H -4.97997 6.54123 1.37163
H -2.93916 7.79979 0.79054
H -0.77191 6.61809 0.59809

Output
ΔE to the lowest compared entry with this formula, charge and spin ... 0.00 kJ/mol
Charge ... +3
Orbital gap (alpha / beta) ... 8.50 / 5.01 eV
M ... 744.06 u
2S+1 ... 5
E ... -138427.8167 eV

Löwdin atomic charge list, values in e, 2 entries:
1 Pd 1.0294
2 C -0.0176

Entry 2:
C31H31Cl2N2O5SSeW | ωB97M-V with the def2-TZVPD basis set

Cartesian coordinates (Å):
W 0.84731 0.55931 -1.12015
C -0.87364 3.76955 0.07819
C -1.07486 2.44719 0.71692
N -0.43077 1.32571 0.41543
C -0.91267 0.33206 1.23563
C -1.87472 0.85442 2.04528
N -1.95025 2.18499 1.69799
C -2.84264 0.29023 3.02563
O -2.70890 -0.98151 3.33254
O -3.69834 1.00764 3.47911
C -0.23579 -0.99411 1.17259
O -0.68476 -1.94369 1.80897
O 0.78151 -1.00418 0.38696
H 0.19133 3.95938 -0.05009
H -1.31189 4.55812 0.68620
H -1.33689 3.78749 -0.91042
H -2.59059 2.83215 2.13581
H -1.95037 -1.41995 2.84913
Cl 1.97158 -0.71288 -2.95955
C 1.98768 0.40289 -4.34643
C 2.62195 -0.03088 -5.49074
C 2.64592 0.83535 -6.57649
C 2.04946 2.08211 -6.49097
C 1.42308 2.47156 -5.31686
Cl 0.69133 4.03581 -5.24919
C 1.37637 1.63396 -4.20023
S 0.55873 2.13228 -2.69927
H 3.08196 -1.00797 -5.53197
H 3.13444 0.53421 -7.49268
H 2.06485 2.76267 -7.33030
C 5.15993 -1.89485 4.41524
C 4.59366 -1.10613 3.27061
C 3.70903 -0.05960 3.49033
C 3.18040 0.68914 2.44527
C 2.24634 1.82527 2.74870
C 3.55874 0.35753 1.14411
Se 2.96038 1.44908 -0.34034
C 4.45001 -0.68637 0.88192
C 4.88739 -1.04704 -0.50651
C 4.95054 -1.40266 1.96107
H 4.69281 -1.61125 5.35697
H 6.23450 -1.72940 4.50846
H 5.00511 -2.96419 4.26720
H 3.42232 0.18567 4.50662
H 2.17803 1.98282 3.82387
H 1.24151 1.62617 2.37395
H 2.58562 2.75642 2.29007
H 4.06266 -1.02200 -1.21863
H 5.30931 -2.05092 -0.51809
H 5.65555 -0.35982 -0.87052
H 5.63592 -2.22070 1.76918
C -6.33316 -0.89740 1.60136
C -5.16290 -1.08741 0.69097
C -4.73587 -0.05856 -0.14883
C -3.60267 -0.18154 -0.92876
C -3.22529 0.93935 -1.85768
C -2.87063 -1.39800 -0.85830
C -1.54663 -1.51117 -1.36426
O -0.84842 -0.52787 -1.70884
C -3.35243 -2.49336 -0.09396
C -2.64310 -3.81296 -0.03704
C -4.48121 -2.30349 0.67665
H -6.86625 0.02684 1.38966
H -5.98294 -0.85894 2.63581
H -7.02571 -1.73586 1.52108
H -5.31521 0.85633 -0.19622
H -4.09130 1.57369 -2.04028
H -2.85233 0.57122 -2.81118
H -2.42791 1.55662 -1.43968
H -1.06570 -2.49135 -1.39519
H -1.72738 -3.73543 0.55344
H -2.38895 -4.18780 -1.02935
H -3.28399 -4.55115 0.43973
H -4.84020 -3.11286 1.30039

Output
ΔE to the lowest compared entry with this formula, charge and spin ... 8.59 kJ/mol
Charge ... +1
Orbital gap (alpha / beta) ... 6.53 / 6.53 eV
M ... 877.37 u
E ... -148918.3715 eV

Löwdin atomic charge list, values in e, 2 entries:
1 W 0.8904
2 C 0.0164